(1)
{"formula": "C21H36O13S3", "method": "the ωB97M-V functional and the def2-TZVPD basis", "smiles": "C[C@H](COC(=O)CS[C@@]1(CCC(=O)O)COS(=O)(=O)O1)OC(=O)CS.CC(C)=O.CC(C)=O.CC(C)=O", "e_homo_ev": -9.540, "energy_ev": -81482.913, "e_lumo_ha": 0.0110, "symbols": ["C", "C", "C", "O", "C", "O", "C", "S", "C", "C", "C", "C", "O", "O", "C", "O", "S", "O", "O", "O", "O", "C", "O", "C", "S", "H", "H", "H", "H", "H", "H", "H", "H", "H", "H", "H", "H", "H", "H", "H", "H", "H", "H", "C", "C", "C", "O", "H", "H", "H", "H", "H", "H", "C", "C", "C", "O", "H", "H", "H", "H", "H", "H", "C", "C", "C", "O", "H", "H", "H", "H", "H", "H"], "positions_angstrom": [[-1.5230, 0.5915, -0.6027], [-0.3736, 0.9178, 0.3319], [-0.5306, 0.2687, 1.7085], [0.5959, -0.5474, 2.0825], [0.5494, -1.8383, 1.7079], [-0.2842, -2.2992, 0.9541], [1.6494, -2.6117, 2.4050], [2.5085, -3.8409, 1.3988], [3.1014, -2.8771, -0.0395], [2.0952, -3.0917, -1.2209], [1.5613, -1.8369, -1.9378], [1.0983, -2.2316, -3.3239], [1.8164, -2.3250, -4.2816], [-0.2405, -2.4879, -3.4351], [3.5020, -1.4321, 0.3385], [4.8208, -1.1711, -0.1477], [5.2274, -2.3169, -1.1734], [6.6021, -2.6370, -1.0664], [4.6663, -1.9953, -2.4453], [4.3599, -3.4471, -0.4785], [-0.2721, 2.3362, 0.5846], [-0.2745, 3.1484, -0.5030], [-1.2772, 3.7257, -0.8478], [1.0178, 3.4027, -1.2643], [2.5724, 2.7936, -0.5510], [-1.8702, -0.4312, -0.4915], [-1.2252, 0.7895, -1.6353], [-2.3654, 1.2547, -0.4037], [0.5738, 0.5610, -0.0720], [-1.4605, -0.2831, 1.8089], [-0.5411, 1.0745, 2.4400], [2.3650, -1.8968, 2.7923], [1.2506, -3.1254, 3.2772], [2.5821, -3.7166, -1.9684], [1.2434, -3.6521, -0.8446], [0.6721, -1.5041, -1.4066], [2.2949, -1.0417, -2.0168], [-0.5524, -2.9343, -2.6366], [3.6309, -1.4211, 1.4204], [2.7785, -0.6426, 0.1528], [1.1369, 4.4829, -1.3010], [0.8973, 2.9974, -2.2658], [2.4037, 1.4988, -0.8235], [-6.8563, 2.0225, -0.7729], [-5.7594, 1.0065, -0.9400], [-5.8371, 0.1114, -2.1536], [-4.8461, 0.9257, -0.1515], [-6.6784, 2.6030, 0.1287], [-6.8517, 2.6918, -1.6356], [-7.8293, 1.5338, -0.7003], [-5.8273, 0.7151, -3.0623], [-6.7589, -0.4717, -2.1303], [-4.9857, -0.5654, -2.1634], [5.7771, -3.0221, 5.6323], [4.2952, -3.0392, 5.3605], [3.4041, -3.5435, 6.4681], [3.8417, -2.6671, 4.3016], [6.3032, -2.6413, 4.7606], [5.9926, -2.3832, 6.4900], [6.1281, -4.0318, 5.8503], [3.5280, -2.9243, 7.3575], [3.6650, -4.5727, 6.7184], [2.3646, -3.5063, 6.1508], [-3.7901, 5.9587, -1.9777], [-4.5949, 5.0404, -2.8617], [-3.8672, 4.4134, -4.0259], [-5.7629, 4.8105, -2.6457], [-4.4223, 6.3408, -1.1799], [-2.9509, 5.4122, -1.5423], [-3.4026, 6.7953, -2.5617], [-3.0294, 3.8165, -3.6613], [-3.4828, 5.1894, -4.6894], [-4.5497, 3.7745, -4.5817]]}

***

(2)
{"formula": "C21H36P2PbS", "method": "the ωB97M-V functional and the def2-TZVPD basis", "e_homo_ev": -7.490, "energy_ev": -57018.944, "relative_energy_kcal_mol": 0.0, "e_lumo_ha": 0.0008, "symbols": ["P", "P", "C", "C", "H", "H", "H", "H", "C", "H", "H", "H", "C", "H", "H", "H", "C", "H", "H", "H", "C", "H", "H", "H", "Pb", "C", "C", "C", "C", "C", "C", "C", "C", "C", "H", "H", "H", "H", "H", "H", "H", "H", "H", "H", "H", "H", "H", "H", "H", "S", "C", "C", "C", "C", "C", "C", "H", "H", "H", "H", "H"], "positions_angstrom": [[0.0903, -1.4469, -3.7659], [0.1081, 1.6734, -3.6439], [-0.2250, -0.5350, -5.3646], [0.3530, 0.8815, -5.3211], [-1.3165, -0.5196, -5.5187], [0.2296, -1.1191, -6.1794], [1.4379, 0.8781, -5.5206], [-0.1318, 1.5265, -6.0701], [-1.5187, 2.4611, -4.0021], [-1.7446, 3.1833, -3.2066], [-2.3084, 1.6987, -4.0283], [-1.4675, 2.9767, -4.9719], [1.2061, 3.1127, -3.9362], [0.9110, 3.6351, -4.8580], [2.2416, 2.7564, -4.0266], [1.1307, 3.7926, -3.0774], [-0.9705, -2.9002, -4.0836], [-0.8102, -3.6278, -3.2774], [-0.7209, -3.3497, -5.0552], [-2.0200, -2.5768, -4.0769], [1.7289, -2.1483, -4.2337], [2.4945, -1.3609, -4.2334], [1.6608, -2.5948, -5.2366], [2.0106, -2.9185, -3.5037], [-1.5938, -0.2041, 4.3806], [0.7732, 1.6082, 0.3658], [-0.5496, 1.5553, 0.1805], [-1.3264, 0.6309, -0.7144], [-1.7201, -0.7634, -0.1675], [-0.6259, -1.6394, 0.3641], [0.6910, -1.5582, 0.1442], [1.3662, -0.6301, -0.8146], [1.8228, 0.7348, -0.2467], [-0.0030, -1.7521, 4.5605], [1.1755, 2.3931, 1.0192], [-1.1836, 2.2763, 0.7220], [-0.8294, 0.5053, -1.6904], [-2.2757, 1.1447, -0.9485], [-2.4799, -0.6150, 0.6193], [-2.2460, -1.2997, -0.9801], [-0.9923, -2.4421, 1.0171], [1.3653, -2.2514, 0.6606], [0.7312, -0.4349, -1.7003], [2.2720, -1.1328, -1.1968], [2.6228, 0.5546, 0.4904], [2.2956, 1.2964, -1.0726], [0.8926, -1.3706, 5.0612], [0.2538, -2.0193, 3.5210], [-0.3709, -2.6493, 5.0894], [0.4846, 1.4792, 4.6530], [0.1630, 1.1190, 6.3059], [1.1564, 0.6317, 7.1795], [0.7753, -0.1686, 8.2531], [-0.5767, -0.4849, 8.4598], [-1.5711, 0.1354, 7.6947], [-1.2068, 1.0870, 6.7329], [2.2008, 0.8688, 6.9611], [1.5372, -0.5597, 8.9298], [-0.8606, -1.2063, 9.2323], [-2.6270, -0.1191, 7.8368], [-1.9094, 1.8015, 6.2889]]}

***

(3)
{"formula": "C21H36P2Tc", "method": "the ωB97M-V functional and the def2-TZVPD basis", "e_homo_ev": [-12.818, -13.912], "energy_ev": -43114.010, "spin_multiplicity": 4, "relative_energy_kcal_mol": 0.0, "e_lumo_ha": [-0.2338, -0.2452], "total_charge": 2, "symbols": ["P", "P", "C", "C", "H", "H", "H", "H", "C", "H", "H", "H", "C", "H", "H", "H", "C", "H", "H", "H", "C", "H", "H", "H", "Tc", "C", "C", "C", "C", "C", "C", "C", "C", "C", "H", "H", "H", "H", "H", "H", "H", "H", "H", "H", "H", "H", "H", "H", "H", "C", "C", "C", "C", "C", "C", "H", "H", "H", "H", "H"], "positions_angstrom": [[-2.6105, 0.7348, -0.1867], [0.4653, -1.1919, -2.4346], [-2.3461, -0.0521, -2.3164], [-1.4058, -1.2049, -2.7276], [-2.5245, 0.7353, -3.0790], [-3.3099, -0.4902, -2.0343], [-1.8033, -2.1767, -2.3701], [-1.4312, -1.2274, -3.8234], [1.1587, -0.2982, -3.8255], [2.2320, -0.5008, -3.8739], [0.9881, 0.7857, -3.7312], [0.6851, -0.6915, -4.7297], [0.8135, -2.9587, -2.6305], [0.7472, -3.2190, -3.6954], [0.0764, -3.5578, -2.0802], [1.8155, -3.2369, -2.2908], [-3.4090, 2.3649, -0.3106], [-3.5806, 2.8538, 0.6578], [-4.3866, 2.2252, -0.7904], [-2.7770, 2.9941, -0.9571], [-3.8279, -0.4614, 0.4724], [-3.4397, -1.4761, 0.3130], [-4.7427, -0.3574, -0.1239], [-4.1237, -0.3400, 1.5282], [-0.6728, 0.5693, -1.3901], [-2.9805, -1.4790, -5.2497], [-2.3419, -0.3436, -5.6182], [-3.0440, 0.8083, -6.2603], [-4.3636, 1.2523, -5.5673], [-4.4209, 1.0477, -4.0789], [-4.9495, -0.0587, -3.5166], [-5.3824, -1.2656, -4.2693], [-4.4373, -1.7369, -5.4317], [-0.9454, 0.7367, 0.8782], [-2.4270, -2.3826, -4.9558], [-1.2523, -0.2912, -5.6814], [-3.2508, 0.5433, -7.3135], [-2.3868, 1.6904, -6.3126], [-4.4989, 2.3275, -5.7747], [-5.2132, 0.7373, -6.0398], [-4.1276, 1.9234, -3.4831], [-5.2420, -0.0552, -2.4665], [-6.3923, -1.0896, -4.6810], [-5.4979, -2.1290, -3.5941], [-4.5821, -2.8258, -5.5203], [-4.8053, -1.3259, -6.3802], [-0.5716, -0.2469, 1.2163], [-1.6519, 1.0478, 1.6674], [-0.1764, 1.5322, 0.9781], [3.7470, -0.9127, 0.7529], [3.5407, 0.3678, 0.1991], [2.3834, 0.6298, -0.5401], [1.4039, -0.3827, -0.7081], [1.5676, -1.6250, -0.0167], [2.7577, -1.9106, 0.6386], [4.6678, -1.1430, 1.2937], [4.2753, 1.1701, 0.3431], [2.1923, 1.6318, -0.9544], [0.7560, -2.3752, -0.0359], [2.8805, -2.9223, 1.0609]]}

***

(4)
{"formula": "C21H37BrN4O4PtSSi3", "method": "the ωB97M-V functional and the def2-TZVPD basis", "e_homo_ev": -13.706, "energy_ev": -144271.604, "relative_energy_kcal_mol": 60.5, "e_lumo_ha": -0.3080, "total_charge": 2, "symbols": ["Pt", "C", "O", "Si", "C", "C", "C", "Si", "C", "C", "C", "Si", "C", "C", "C", "H", "H", "H", "H", "H", "H", "H", "H", "H", "H", "H", "H", "H", "H", "H", "H", "H", "H", "H", "H", "H", "H", "H", "H", "H", "H", "H", "C", "C", "N", "N", "C", "S", "N", "N", "H", "H", "H", "H", "H", "H", "Br", "C", "C", "C", "C", "C", "C", "C", "O", "O", "H", "H", "H", "H", "O", "C"], "positions_angstrom": [[-0.3739, 1.1691, -0.1419], [-1.3068, 4.2680, 0.5552], [-0.6671, 3.0268, 0.9360], [-0.4237, 2.4126, 2.4952], [-1.9789, 2.6258, 3.4640], [0.9996, 3.1587, 3.3880], [-0.0583, 0.6835, 1.7488], [-1.1287, -0.8201, 2.3557], [-2.7485, -0.4059, 1.4629], [-0.5998, -2.5468, 1.9446], [-1.3349, -0.6898, 4.2056], [2.5363, -0.1473, 1.4306], [2.1001, -0.3651, 3.2761], [4.3151, -0.8074, 1.5095], [2.9931, 1.5356, 0.7299], [-0.9428, 4.5442, -0.4288], [-1.0195, 5.0258, 1.2826], [-2.3876, 4.1478, 0.5401], [-2.2964, 3.6671, 3.3479], [-1.7913, 2.4630, 4.5258], [-2.8098, 1.9922, 3.1550], [0.7704, 4.1988, 3.6370], [1.9293, 3.1426, 2.8213], [1.1616, 2.6377, 4.3347], [-2.7605, 0.4483, 0.7822], [-3.5162, -0.2051, 2.2134], [-3.0502, -1.2790, 0.8819], [-0.8014, -2.8216, 0.9102], [-1.1989, -3.2012, 2.5837], [0.4455, -2.7666, 2.1547], [-1.9604, 0.1435, 4.5218], [-0.3835, -0.6222, 4.7324], [-1.8231, -1.6073, 4.5439], [1.6892, -1.3645, 3.4175], [1.4350, 0.3467, 3.7614], [3.0797, -0.2998, 3.7468], [4.3580, -1.7741, 2.0035], [4.9287, -0.0886, 2.0563], [4.7081, -0.9128, 0.4964], [3.5899, 2.0169, 1.5084], [2.2120, 2.2381, 0.4375], [3.6543, 1.3511, -0.1170], [-1.3914, 0.7035, -6.7200], [-1.8368, 1.3909, -5.4880], [-2.6396, 2.4046, -5.4201], [-2.7425, 2.6747, -4.0922], [-2.0276, 1.8593, -3.3284], [-2.0678, 1.9567, -1.6068], [-1.4405, 1.0223, -4.2091], [-0.5792, -0.0064, -3.8486], [-1.8703, 1.1797, -7.5713], [-1.6702, -0.3508, -6.7013], [-0.3100, 0.7769, -6.8460], [-3.3389, 3.4259, -3.7777], [-1.0587, -0.8982, -3.9215], [0.2205, -0.0042, -4.4730], [-1.1037, -5.4741, -4.2171], [-0.1692, -4.5743, -2.8600], [-0.6587, -3.3630, -2.3866], [0.0520, -2.6734, -1.4195], [1.2333, -3.1944, -0.9032], [1.6812, -4.4354, -1.3492], [0.9916, -5.1224, -2.3347], [2.0178, -2.5363, 0.1793], [2.7670, -3.1333, 0.8964], [1.7909, -1.1955, 0.2983], [-1.6097, -2.9943, -2.7504], [-0.3582, -1.7531, -1.0231], [2.5813, -4.8538, -0.9196], [1.3434, -6.0834, -2.6823], [1.7363, 0.1808, -2.1974], [0.9135, 0.5524, -1.5376]]}